78
Properties=species:S:1:pos:R:3:mulliken_charge:R:1 method="wB97M-V/def2-TZVPD" e_homo_ev="-22.34 / -22.28" homo_lumo_gap_ev="5.43 / 5.38" energy_ha=-2249.80536 spin_multiplicity=1 total_charge=+4
Ce 0.00 -0.14 0.14 -1.296
P -0.03 -2.56 0.58 0.761
P 0.04 2.12 -0.92 1.436
O 1.02 0.59 2.17 -0.418
O -3.04 0.48 0.93 -0.016
O 3.14 -0.34 -0.43 -0.020
C 1.24 -3.51 -1.82 -1.525
C -2.77 -3.22 0.64 -1.297
C -1.28 3.30 -0.29 0.288
C -1.47 -3.40 1.43 0.189
C 1.36 -4.89 1.53 -1.607
C -1.72 1.51 -3.01 -1.340
C 2.29 3.09 0.54 -1.001
C -1.09 3.63 1.20 -1.613
C -0.32 2.10 -2.76 -0.040
C 1.49 -3.37 1.31 0.587
C -0.12 -3.20 -1.19 -0.036
C 0.76 1.32 -3.52 -1.269
C -1.95 0.20 0.61 0.812
C -1.62 -2.84 2.85 -1.218
C 1.85 4.28 -1.64 -1.572
C -1.54 4.57 -1.11 -1.394
C 0.61 1.46 3.22 -0.448
C -0.80 -2.04 -1.94 -1.001
C 1.98 -0.29 -0.26 0.976
C 1.72 2.95 -0.88 0.256
C -0.78 1.15 3.83 -1.026
C 2.00 -2.65 2.57 -1.228
H -1.73 4.36 -2.16 0.368
H -0.75 -3.07 3.48 0.218
H -2.44 5.07 -0.71 0.453
H 0.77 2.52 2.95 0.452
H 2.98 -3.05 2.85 0.496
H 1.78 3.87 1.11 0.304
H -2.51 -3.28 3.33 0.536
H 1.32 -2.80 3.42 0.330
H 2.35 -5.31 1.76 0.430
H -3.01 -2.16 0.52 0.187
H 0.73 -0.25 2.58 -0.187
H 0.88 0.31 -3.11 0.253
H -0.84 -2.22 -3.02 0.575
H -1.60 1.23 3.10 0.247
H 1.73 1.82 -3.48 0.310
H 3.35 3.35 0.48 0.530
H -1.91 1.46 -4.09 0.547
H 1.92 -2.65 -1.74 0.297
H -1.80 0.50 -2.60 0.201
H -2.50 2.12 -2.55 0.317
H 1.43 4.24 -2.65 0.353
H 1.34 1.33 4.05 0.398
H -0.20 -1.90 -5.34 0.042
H -2.73 -3.69 -0.34 0.378
H -1.24 -4.47 1.48 0.725
H 0.47 1.22 -4.58 0.538
H -0.79 0.12 4.24 0.380
H 2.24 -3.19 0.52 0.624
H -0.85 2.74 1.79 0.096
H 1.36 5.10 -1.10 0.382
H -0.29 4.36 1.34 0.359
H -0.75 -4.10 -1.24 0.780
H -1.74 -1.76 2.83 0.227
H -2.17 2.66 -0.37 0.366
H 2.09 -1.58 2.40 0.287
H 0.70 -5.11 2.37 0.435
H -0.17 -1.12 -1.86 -0.063
H -3.60 -3.68 1.20 0.523
H -0.71 5.28 -1.04 0.294
H 2.20 2.15 1.10 -0.107
H 1.11 -3.74 -2.88 0.491
H 0.98 -5.40 0.64 0.397
H -0.98 1.85 4.66 0.468
H -1.81 -1.84 -1.58 0.338
H -2.02 4.07 1.59 0.539
H 2.91 4.54 -1.73 0.459
H -0.31 3.14 -3.11 0.566
H -0.19 -1.18 -5.53 0.009
H 1.73 -4.37 -1.35 0.408
H 2.32 2.20 -1.39 0.504